Density functional theory data (wB97M-V/def2-TZVPD) for a single C4H7NO molecule.

Atoms and positions in Å:
1 O -2.4856 0.9120 -0.0839
2 C -1.3473 1.3382 -0.2006
3 N -0.2955 0.4902 -0.4624
4 C -0.4698 -0.9402 -0.2532
5 C 0.8648 -0.9583 0.5187
6 C 1.1539 0.4401 -0.0766
7 H -1.1150 2.4263 -0.1358
8 H -0.5118 -1.4716 -1.2122
9 H -1.3504 -1.2133 0.3361
10 H 0.6583 -0.8570 1.5946
11 H 1.5585 -1.7754 0.3076
12 H 1.5173 1.2071 0.6210
13 H 1.8225 0.4019 -0.9533

Summary:
- Lowest unoccupied orbital energy: 0.967 eV
- SMILES: O=CN1CCC1
- Orbital gap: 10.31 eV

---

Density functional theory data (wB97M-V/def2-TZVPD) for 14 unconnected molecules or ions with the total composition H28O14 in a non-equilibrium geometry.

Atoms and positions in Å:
1 O -6.6680 -21.0000 -13.2050
2 H -6.5490 -20.9020 -14.1390
3 H -6.2280 -20.2360 -12.9200
4 O -5.0730 -17.9280 -10.7190
5 H -5.2980 -18.1690 -11.6740
6 H -5.6480 -17.1600 -10.5710
7 O -5.6590 -18.4780 -13.2070
8 H -6.1720 -18.4340 -14.0190
9 H -4.7620 -18.6700 -13.6140
10 O -6.1910 -23.7600 -14.6090
11 H -6.0280 -23.9050 -13.6880
12 H -5.5800 -24.3310 -15.1490
13 O -3.9350 -19.3770 -15.0380
14 H -3.7330 -20.0840 -14.4640
15 H -3.0870 -18.9650 -15.2420
16 O -9.4440 -20.4700 -15.7210
17 H -9.0190 -19.7060 -15.3350
18 H -10.3100 -20.3670 -15.4130
19 O -8.1200 -22.2960 -11.2140
20 H -7.4420 -21.8130 -11.7310
21 H -8.1940 -21.6170 -10.4870
22 O -6.3930 -20.8690 -16.1790
23 H -6.8800 -21.5980 -16.6100
24 H -6.9920 -20.1060 -16.4380
25 O -6.3210 -20.2710 -10.3190
26 H -5.9450 -19.3760 -10.4140
27 H -5.5540 -20.7550 -10.5360
28 O -5.7360 -23.6380 -11.9760
29 H -5.4490 -24.3480 -11.4770
30 H -5.4660 -22.8390 -11.4950
31 O -4.1300 -21.8780 -14.0270
32 H -3.8420 -22.1870 -14.8920
33 H -5.0750 -22.0300 -14.1560
34 O -7.8250 -17.6040 -11.3160
35 H -7.9950 -18.4390 -11.8370
36 H -7.7650 -17.7660 -10.3760
37 O -8.8000 -22.6980 -14.3240
38 H -7.9180 -22.8910 -14.6170
39 H -9.1400 -21.9130 -14.8070
40 O -9.0510 -19.8720 -12.4030
41 H -8.3180 -20.4550 -12.6770
42 H -9.7630 -20.1710 -12.9580

Summary:
- Lowest unoccupied orbital energy: -0.232 eV
- Orbital gap: 9.31 eV

---

Density functional theory data (wB97M-V/def2-TZVPD) for a single C6H12O molecule in a non-equilibrium geometry.

Atoms and positions in Å:
1 C -0.5976 -3.1372 1.6929
2 C -0.5370 -2.2162 0.4864
3 C 0.1777 -0.9133 0.8777
4 C 0.1585 0.0932 -0.2397
5 C -0.2808 1.3366 -0.1595
6 C -0.1487 2.2439 -1.3456
7 O 1.1296 2.8912 -1.3956
8 H 0.3859 -3.3928 2.0809
9 H -1.1396 -4.0559 1.4597
10 H -1.0289 -2.6536 2.5669
11 H -0.1281 -2.7322 -0.3782
12 H -1.5043 -1.9127 0.0744
13 H 1.2497 -1.1508 0.9787
14 H -0.1058 -0.5305 1.8575
15 H 0.7392 -0.2674 -1.0711
16 H -0.5023 1.7197 0.8292
17 H -0.8658 3.0622 -1.2725
18 H -0.3049 1.6900 -2.2709
19 H 1.7611 2.1535 -1.3702

Summary:
- Lowest unoccupied orbital energy: 1.031 eV
- SMILES: CCC/C=C/CO
- Orbital gap: 10.57 eV

---

Density functional theory data (wB97M-V/def2-TZVPD) for a gas-phase ion, C5H14N3S (charge +1) in a non-equilibrium geometry.

Atoms and positions in Å:
1 C -0.0125 -1.9868 0.3896
2 C 0.0064 1.1487 -0.2690
3 C -1.1599 0.1847 0.1788
4 C 1.7222 -0.1827 0.3011
5 C -2.5652 0.7630 -0.2919
6 N -0.9763 -1.1739 -0.2465
7 N 0.0372 2.3018 0.4128
8 N 1.4469 -1.5718 -0.1462
9 S 3.3140 0.5738 -0.1627
10 H 0.0592 -1.9589 1.4077
11 H -0.2992 -2.9375 0.0303
12 H 0.4701 1.2757 -1.3473
13 H -1.0829 0.1578 1.3101
14 H 1.8533 -0.1287 1.4756
15 H -2.9684 1.7115 0.1669
16 H -3.1589 -0.0746 -0.0898
17 H -2.5179 0.8997 -1.4076
18 H -1.0123 -1.3487 -1.2722
19 H -0.4642 2.2234 1.3276
20 H 0.7292 2.9564 0.3645
21 H 2.0093 -2.3974 0.2837
22 H 1.6367 -1.4980 -1.1557
23 H 2.9334 1.0626 -1.2598

Summary:
- Lowest unoccupied orbital energy: -2.932 eV
- Total charge: +1
- Orbital gap: 9.06 eV

---

Density functional theory data (wB97M-V/def2-TZVPD) for a gas-phase ion, C3H5N2O2S (charge +1) in a non-equilibrium geometry.

Atoms and positions in Å:
1 C 1.1757 -0.0658 -1.3913
2 C -1.5840 0.5322 2.8006
3 C 1.8409 0.8735 -2.3051
4 N 0.6831 -0.7744 -0.6505
5 N -1.1921 0.0667 1.6919
6 O -1.8062 -1.7828 -0.7037
7 O -0.9181 -1.3091 1.5356
8 S -0.7534 -2.0792 0.1991
9 H -1.6212 -0.1738 3.6665
10 H -1.9182 1.5850 2.8835
11 H 1.0090 1.4470 -2.7600
12 H 2.4004 0.2471 -3.0936
13 H 2.6840 1.4337 -1.8729

Summary:
- Lowest unoccupied orbital energy: -5.427 eV
- Total charge: +1
- Orbital gap: 9.73 eV

---

Density functional theory data (wB97M-V/def2-TZVPD) for a gas-phase ion, C3H4N3O2 (charge -1) in a non-equilibrium geometry.

Atoms and positions in Å:
1 O -0.6886 -1.2931 2.6897
2 C -0.7880 -1.2731 1.4804
3 O -1.6314 -1.7078 0.6991
4 N 0.3941 -0.5936 0.7571
5 N 0.4299 0.8121 1.0471
6 C 0.4806 1.4539 -0.0456
7 C 0.4554 0.5681 -1.2699
8 N 0.3366 -0.7587 -0.6714
9 H 0.5355 2.5282 -0.0741
10 H -0.3500 0.8290 -1.9724
11 H 1.4127 0.6270 -1.8160
12 H -0.5868 -1.1920 -0.8240

Summary:
- Lowest unoccupied orbital energy: 3.934 eV
- Total charge: -1
- SMILES: O=C([O-])N1N=CCN1
- Orbital gap: 7.55 eV

---

Density functional theory data (wB97M-V/def2-TZVPD) for 3 unconnected molecules or ions with the total composition C2O5S in a non-equilibrium geometry.

Atoms and positions in Å:
1 C -2.8611 0.4310 0.1897
2 C 2.5667 0.2964 0.1224
3 O -3.0706 0.4067 1.2985
4 O 2.7749 -0.0639 1.1929
5 O -0.5879 -1.7875 -0.9912
6 O -0.5049 0.3994 0.1812
7 O 2.1730 0.6502 -0.9450
8 S -0.4900 -0.3323 -1.0484

Summary:
- Spin multiplicity: 3
- Lowest unoccupied orbital energy (spin up / spin down): 0.493 / -4.496 eV
- Expectation value of S²: 2.012
- Orbital gap (spin up / spin down): 9.04 / 7.64 eV

---

Density functional theory data (wB97M-V/def2-TZVPD) for a molecular structure, C6H7ClNO in a non-equilibrium geometry.

Atoms and positions in Å:
1 C -0.1547 -1.1530 1.7387
2 C 0.8556 -0.2972 1.5116
3 C 0.1612 0.0416 0.1416
4 C 0.3277 0.8830 -1.0785
5 C 1.5430 1.7354 -1.0911
6 C -1.9458 -1.2627 -0.1852
7 N -0.7726 -0.8042 0.4365
8 O -0.5140 0.8021 -1.9377
9 Cl 2.2381 0.2464 2.2376
10 H -0.5046 -1.8453 2.4753
11 H 2.4354 1.1114 -1.0365
12 H 1.5500 2.3913 -0.2216
13 H 1.5714 2.3299 -2.0008
14 H -2.8155 -0.9851 0.4216
15 H -1.9347 -2.3566 -0.2262
16 H -2.0406 -0.8372 -1.1852

Summary:
- Spin multiplicity: 3
- Lowest unoccupied orbital energy (spin up / spin down): -4.177 / -7.691 eV
- Expectation value of S²: 2.009
- Total charge: +1
- Orbital gap (spin up / spin down): 8.90 / 6.67 eV

---

Table of ΔE to the lowest compared entry with this formula, charge and spin (kcal per mole), in record order: 35.9, 49.8, 32.6, 62.2, 51.8, 25.8, 0.0, 0.0
Table of energy (a.u.), in record order: -286.5744, -1070.1216, -311.0073, -761.0080, -775.0852, -431.4731, -850.4841, -822.5916